Formula: C3H9N2O
Source: the Open Molecules 2025 dataset
Level of theory: ωB97M-V/def2-TZVPD

Each line ends with the Mulliken charge.
Cartesian coordinates (Å):
C (-0.704, 0.119, -1.190)  -1.014
N (0.091, 0.110, 0.112)  0.300
C (-0.166, -1.162, 0.845)  -0.623
N (-0.140, 1.332, 0.866)  -0.671
C (1.470, 0.262, -0.320)  0.282
O (2.165, -0.702, -0.173)  -0.385
H (-0.345, -0.793, -1.753)  0.403
H (-1.748, 0.161, -1.233)  0.405
H (-0.509, 0.994, -1.792)  0.414
H (0.638, -1.891, 0.396)  0.293
H (-0.155, -1.090, 2.016)  0.291
H (-1.246, -1.407, 0.630)  0.328
H (-1.064, 1.771, 0.616)  0.273
H (0.063, 1.104, 1.828)  0.283
H (1.648, 1.191, -0.848)  0.422

Forces on atoms 1 to 3 (eV/Å):
2.324 -1.082 -1.558
-2.988 1.583 0.090
-0.447 -1.763 0.869

Results
E_HOMO: -15.79 eV
ΔE to the lowest compared entry with this formula, charge and spin: 3.934 eV
Net charge: +1
Gap between HOMO and LUMO: 0.4250 hartree
E_LUMO: -0.15521 Ha

Formula: C9H19F4IN3O9PtS4
Source: the Open Molecules 2025 dataset
Level of theory: ωB97M-V/def2-TZVPD

Each line ends with the Mulliken charge.
Cartesian coordinates (Å):
Pt (-0.635, 1.340, 1.549)  1.556
N (-0.465, 0.273, 3.309)  -0.021
S (-0.654, -1.153, 4.002)  0.899
O (-1.621, -1.315, 5.056)  -0.581
O (0.455, -2.033, 3.913)  -0.555
F (-1.616, -1.725, 2.797)  -0.320
S (-0.134, 1.045, 4.800)  0.955
O (1.209, 0.804, 5.260)  -0.552
O (-1.211, 1.408, 5.679)  -0.530
F (0.014, 2.465, 4.056)  -0.281
N (0.945, 2.504, 0.973)  -0.197
S (1.134, 4.053, 0.161)  0.957
O (1.178, 4.014, -1.274)  -0.570
O (1.916, 5.069, 0.801)  -0.540
F (-0.358, 4.626, 0.387)  -0.286
S (2.492, 2.342, 1.165)  1.006
O (3.068, 3.058, 2.259)  -0.589
O (3.297, 2.233, -0.037)  -0.630
F (2.482, 0.842, 1.700)  -0.279
I (-3.211, 2.566, 1.809)  -0.291
C (-1.069, 1.527, -1.763)  -1.839
C (-0.866, 0.020, -1.996)  1.500
C (0.264, -0.062, -3.038)  -1.290
C (0.904, -1.442, -3.237)  -0.672
C (1.383, -1.894, -1.859)  -1.393
C (0.259, -1.909, -0.820)  1.233
N (-0.425, -0.592, -0.747)  0.949
O (-1.422, -0.546, 0.250)  -0.464
C (-0.709, -3.082, -1.054)  -1.664
C (0.975, -2.133, 0.537)  -1.495
C (-2.112, -0.591, -2.687)  -1.689
H (-1.470, 2.075, -2.614)  0.456
H (-0.105, 1.894, -1.440)  0.219
H (-1.889, 1.609, -1.040)  0.232
H (-0.046, 0.356, -3.996)  0.485
H (1.070, 0.580, -2.667)  0.344
H (1.716, -1.366, -3.961)  0.442
H (0.163, -2.118, -3.675)  0.311
H (2.274, -1.336, -1.575)  0.375
H (1.657, -2.948, -1.967)  0.486
H (-1.374, -3.099, -1.914)  0.227
H (-0.147, -4.018, -1.046)  0.451
H (-1.331, -3.138, -0.153)  0.458
H (0.202, -2.406, 1.262)  0.275
H (1.681, -2.961, 0.485)  0.462
H (1.437, -1.246, 0.966)  0.124
H (-2.931, -0.872, -2.018)  0.262
H (-1.962, -1.550, -3.192)  0.347
H (-2.395, 0.128, -3.454)  0.466
H (-2.014, -1.292, 0.049)  0.250

Forces on atoms 1 to 3 (eV/Å):
-1.863 -0.242 -0.627
0.353 0.004 4.598
-3.869 -5.019 -3.337

Results
⟨S²⟩: 2.012
E_HOMO (spin up / spin down): -6.55 / -6.39 eV
ΔE to the lowest compared entry with this formula, charge and spin: 1.681 eV
2S+1: 3
Net charge: -1
Gap between HOMO and LUMO (spin up / spin down): 0.3065 / 0.2326 hartree
E_LUMO (spin up / spin down): 0.06567 / -0.00235 Ha